1.
ORCA calculation (ωB97M-V with the def2-TZVPD basis set) on a cluster of 2 separate species, C2H8N2O in total at a distorted geometry.

HOMO-LUMO gap = 0.355 Ha
Total charge = 0
Maximum force = 5.08 eV/A
Spin multiplicity = 1
HOMO level = -0.323 Ha
Lowest unoccupied orbital energy = 0.864 eV
Energy relative to the best compared isomer or geometry (same formula, charge and spin) = 62.63 kcal/mol
SMILES = C/N=C/N.O

Each line ends with the Löwdin charge.
Geometry (Å):
C 0.077 2.004 0.825  -0.15
N 1.110 -1.350 0.064  0.03
C 0.974 -0.165 0.812  -0.34
N -0.095 0.534 0.642  -0.06
H 0.831 2.413 0.137  0.07
H 0.064 2.272 1.891  0.06
H -0.966 2.333 0.524  0.07
H 0.548 -1.346 -0.809  0.07
H 1.226 -2.211 0.706  0.12
H 1.820 -0.037 1.524  0.12
H -1.952 -2.303 -2.123  0.06
H -2.201 -0.712 -1.909  0.14
O -1.438 -1.433 -2.282  -0.19

2.
ORCA calculation (ωB97M-V with the def2-TZVPD basis set) on a cluster of 2 separate species, C2H8N2O in total at a distorted geometry.

HOMO-LUMO gap = 0.387 Ha
Total charge = 0
Maximum force = 1.38 eV/A
Spin multiplicity = 1
HOMO level = -0.350 Ha
Lowest unoccupied orbital energy = 1.013 eV
Energy relative to the best compared isomer or geometry (same formula, charge and spin) = 17.60 kcal/mol
SMILES = NC=O.CN

Each line ends with the Löwdin charge.
Geometry (Å):
C -0.770 -1.137 1.992  -0.42
N -1.031 0.148 1.617  0.11
O 0.185 -1.806 1.646  -0.01
H -1.513 -1.473 2.683  0.10
H -1.881 0.581 1.979  0.10
H -0.491 0.558 0.849  0.06
C 0.524 0.506 -2.057  -0.17
N 0.972 0.483 -0.655  -0.07
H 1.241 0.408 -2.867  0.06
H 0.079 1.463 -2.239  0.05
H -0.229 -0.260 -2.162  0.07
H 1.066 -0.457 -0.261  0.05
H 1.847 0.985 -0.526  0.07

3.
ORCA calculation (ωB97M-V with the def2-TZVPD basis set) on a cluster of 2 separate species, C2H8N2O2 in total at a distorted geometry.

HOMO-LUMO gap = 0.367 Ha
Total charge = 0
Maximum force = 4.10 eV/A
Spin multiplicity = 1
HOMO level = -0.349 Ha
Lowest unoccupied orbital energy = 0.497 eV
Energy relative to the best compared isomer or geometry (same formula, charge and spin) = 29.72 kcal/mol
SMILES = CNC(N)=O.O

Each line ends with the Löwdin charge.
Geometry (Å):
C -0.938 1.082 -2.309  -0.10
N -0.389 0.158 -1.345  -0.04
C 0.720 0.406 -0.597  -0.57
N 1.397 -0.705 -0.023  0.12
O 0.960 1.595 -0.207  -0.03
H -1.101 2.210 -1.809  0.15
H -0.349 1.208 -3.177  0.05
H -1.830 0.601 -2.710  0.07
H -0.755 -0.791 -1.138  0.15
H 1.909 -0.367 0.808  0.10
H 0.992 -1.640 0.008  0.09
H -1.022 -1.391 4.219  0.04
H 0.469 -0.767 4.058  0.06
O -0.062 -1.599 4.223  -0.10

4.
ORCA calculation (ωB97M-V with the def2-TZVPD basis set) on a cluster of 2 separate species, C2H8N2O3P in total at a distorted geometry.

HOMO-LUMO gap (alpha / beta) = 0.238 / 0.323 Ha
Total charge = -1
Maximum force = 4.58 eV/A
Spin multiplicity = 1
HOMO level (alpha / beta) = -0.150 / -0.190 Ha
Lowest unoccupied orbital energy (alpha / beta) = 2.388 / 3.614 eV
Energy relative to the best compared isomer or geometry (same formula, charge and spin) = 92.99 kcal/mol

Each line ends with the Löwdin charge.
Geometry (Å):
C 1.196 0.084 -0.615  -0.41
C 0.042 -0.699 -0.149  -0.10
N -1.744 0.747 -1.892  0.05
N 2.255 -0.398 0.297  -0.03
O -0.550 -1.519 2.322  -0.39
O 0.032 1.019 1.946  -0.33
O -2.202 -0.152 1.279  -0.22
P -0.609 -0.225 1.560  0.15
H 1.536 -0.171 -1.723  0.11
H 1.130 1.116 -0.687  0.06
H -0.126 -1.632 -0.718  0.08
H -1.070 0.938 -2.570  -0.09
H -1.680 1.555 -1.307  -0.06
H -2.324 0.073 0.311  0.03
H 2.329 0.389 0.991  0.07
H 1.786 -1.128 0.954  0.08

5.
ORCA calculation (ωB97M-V with the def2-TZVPD basis set) on a structure of composition C2H8N2O3S at a distorted geometry.

HOMO-LUMO gap = 0.390 Ha
Total charge = 0
Maximum force = 5.25 eV/A
Spin multiplicity = 1
HOMO level = -0.370 Ha
Lowest unoccupied orbital energy = 0.541 eV
Energy relative to the best compared isomer or geometry (same formula, charge and spin) = 145.90 kcal/mol

Each line ends with the Löwdin charge.
Geometry (Å):
C 0.706 0.052 1.435  -0.14
C 1.768 -0.432 -0.927  -0.14
H 0.583 1.242 1.683  0.11
H 1.921 -0.389 1.514  0.13
H -0.071 -0.451 2.210  0.11
H 2.563 -1.013 -0.243  0.09
H 1.145 -1.171 -1.860  0.17
H 2.391 0.620 -1.316  0.14
H -1.967 -0.790 -1.322  0.13
H -3.022 -0.309 1.239  0.18
N 0.553 -0.272 -0.041  -0.40
N -2.137 -0.068 -0.521  -0.17
O -0.677 1.079 -2.086  -0.32
O -0.903 1.959 0.128  -0.29
O -2.230 -0.870 0.740  -0.18
S -0.623 0.814 -0.633  0.59

6.
ORCA calculation (ωB97M-V with the def2-TZVPD basis set) on an isolated molecule of C2H8N2O6 at a distorted geometry.

HOMO-LUMO gap = 0.391 Ha
Total charge = 0
Maximum force = 1.00 eV/A
Spin multiplicity = 1
HOMO level = -0.373 Ha
Lowest unoccupied orbital energy = 0.510 eV
Energy relative to the best compared isomer or geometry (same formula, charge and spin) = 30.58 kcal/mol
SMILES = NC(O)(O)[C@]([O-])(O)[NH+](O)O

Each line ends with the Löwdin charge.
Geometry (Å):
C -0.435 -1.042 0.166  -0.60
C -0.474 0.508 0.303  -0.52
N 1.181 1.107 0.141  -0.15
N -1.775 -1.526 0.116  0.15
O 1.226 2.024 -0.943  0.02
O 2.263 0.240 0.084  0.02
O 0.251 -1.607 1.229  0.07
O 0.370 -1.389 -0.980  0.02
O -1.221 1.007 -0.729  0.08
O -0.559 1.042 1.495  -0.05
H 2.060 2.504 -0.817  0.11
H 1.929 -0.534 -0.424  0.09
H -0.033 -1.127 2.022  0.12
H -0.036 -0.981 -1.756  0.12
H -1.356 1.953 -0.581  0.13
H 0.726 1.460 1.228  0.20
H -1.788 -2.537 0.061  0.10
H -2.330 -1.102 -0.615  0.09